Arrangement a

Here is the molecule C23H27ClN4O from the OMol25 dataset. Energies are from ωB97M-V with the def2-TZVPD basis set.

Geometry (Å):
C1 -4.26 -1.11 -3.23
C2 -2.96 -1.05 -2.98
C3 -2.05 -2.24 -3.13
C4 -2.30 0.26 -2.66
N1 -1.49 0.32 -1.45
C5 -1.58 -0.55 -0.41
O1 -2.54 -1.27 -0.19
C6 -0.40 -0.60 0.58
C7 0.86 -1.27 0.05
C8 1.37 -2.33 0.74
C9 2.59 -2.96 0.38
C10 3.29 -2.50 -0.68
N2 2.79 -1.45 -1.39
C11 3.32 -0.80 -2.49
C12 2.40 0.17 -2.80
N3 1.35 0.15 -1.95
C13 1.59 -0.83 -1.09
N4 -0.17 0.67 1.29
C14 0.02 0.46 2.73
C15 -1.28 0.17 3.47
C16 -2.31 1.27 3.25
C17 -0.98 -0.02 4.95
C18 0.76 1.59 0.71
C19 2.13 1.47 0.91
C20 3.01 2.35 0.30
C21 2.51 3.35 -0.52
Cl1 3.61 4.43 -1.32
C22 1.14 3.51 -0.69
C23 0.28 2.63 -0.07
H1 -4.90 -0.24 -3.12
H2 -4.73 -2.04 -3.53
H3 -1.57 -2.48 -2.18
H4 -2.60 -3.11 -3.46
H5 -1.26 -2.02 -3.85
H6 -1.63 0.53 -3.48
H7 -3.07 1.04 -2.62
H8 -0.53 0.62 -1.62
H9 -0.80 -1.28 1.33
H10 0.83 -2.70 1.61
H11 2.97 -3.79 0.95
H12 4.24 -2.91 -1.01
H13 4.25 -1.09 -2.93
H14 2.46 0.88 -3.61
H15 0.75 -0.34 2.93
H16 0.44 1.38 3.14
H17 -1.71 -0.77 3.10
H18 -1.91 2.23 3.58
H19 -2.57 1.37 2.19
H20 -3.22 1.07 3.81
H21 -0.59 0.91 5.38
H22 -1.88 -0.28 5.50
H23 -0.24 -0.80 5.12
H24 2.52 0.68 1.54
H25 4.08 2.26 0.44
H26 0.77 4.32 -1.31
H27 -0.79 2.73 -0.19

- E_LUMO: 0.013 Eh
- HOMO energy: -8.39 eV
- Orbital gap: 0.321 Ha

---

Arrangement b

Here is the molecule C23H27ClN4O from the OMol25 dataset. Energies are from ωB97M-V with the def2-TZVPD basis set.

Geometry (Å):
C1 -5.07 -0.93 -2.98
C2 -3.74 -1.03 -2.88
C3 -2.99 -2.26 -3.31
C4 -2.91 0.12 -2.38
N1 -2.08 -0.26 -1.24
C5 -2.06 0.46 -0.11
O1 -2.64 1.53 0.03
C6 -1.23 -0.07 1.07
C7 -1.98 -1.08 1.93
C8 -2.15 -0.83 3.26
C9 -2.84 -1.74 4.12
C10 -3.33 -2.89 3.61
N2 -3.17 -3.16 2.28
C11 -3.56 -4.25 1.54
C12 -3.14 -4.00 0.26
N3 -2.49 -2.80 0.18
C13 -2.52 -2.30 1.40
N4 0.17 -0.41 0.76
C14 1.07 -0.12 1.88
C15 1.27 1.38 2.15
C16 1.68 2.13 0.89
C17 2.32 1.53 3.25
C18 0.45 -1.70 0.19
C19 0.59 -2.84 0.97
C20 0.87 -4.07 0.39
C21 1.01 -4.15 -0.98
Cl1 1.33 -5.69 -1.72
C22 0.90 -3.02 -1.78
C23 0.64 -1.80 -1.19
H1 -5.59 -0.04 -2.66
H2 -5.66 -1.74 -3.38
H3 -2.50 -2.74 -2.46
H4 -3.65 -2.99 -3.77
H5 -2.20 -2.01 -4.03
H6 -2.27 0.48 -3.19
H7 -3.54 0.95 -2.05
H8 -1.78 -1.22 -1.18
H9 -1.16 0.83 1.68
H10 -1.78 0.10 3.68
H11 -2.96 -1.52 5.17
H12 -3.86 -3.64 4.19
H13 -4.10 -5.07 1.98
H14 -3.27 -4.62 -0.61
H15 0.75 -0.61 2.81
H16 2.04 -0.54 1.62
H17 0.34 1.81 2.53
H18 2.60 1.70 0.48
H19 0.91 2.05 0.12
H20 1.86 3.18 1.10
H21 3.29 1.14 2.91
H22 2.46 2.58 3.51
H23 2.04 0.99 4.15
H24 0.48 -2.77 2.05
H25 0.97 -4.96 1.00
H26 1.04 -3.10 -2.85
H27 0.56 -0.90 -1.78

- E_LUMO: 0.016 Eh
- HOMO energy: -8.38 eV
- Orbital gap: 0.324 Ha

---

In terms of stability, arrangement b leads; the second structure lies 0.0040 hartree higher.

---

Arrangement a

Here is a cluster of 2 separate species, C4H10NS2 in total from the OMol25 dataset. Energies are from ωB97M-V with the def2-TZVPD basis set.

Geometry (Å):
C1 -0.93 0.24 0.38
C2 -2.25 -0.46 0.89
C3 -2.31 0.29 -1.44
C4 3.30 -0.62 0.03
N1 -1.05 0.41 -1.09
S1 -3.55 -0.01 -0.38
S2 2.08 0.65 0.22
H1 -0.64 1.14 0.95
H2 -0.13 -0.43 0.60
H3 -2.29 -1.56 1.02
H4 -2.71 -0.07 1.83
H5 -2.55 0.44 -2.51
H6 4.20 -0.14 -0.07
H7 3.08 -1.17 -0.79
H8 3.34 -1.18 0.98
H9 -0.36 0.88 -1.58
H10 2.76 1.58 0.97

- E_LUMO: -0.166 Eh
- HOMO energy: -12.39 eV
- Orbital gap: 0.289 Ha
- Total charge: +1

---

Arrangement b

Here is a cluster of 2 separate species, C4H10NS2 in total from the OMol25 dataset. Energies are from ωB97M-V with the def2-TZVPD basis set.

Geometry (Å):
C1 0.28 1.70 2.81
S1 -0.38 2.65 1.42
S2 1.28 3.04 0.28
H1 1.03 0.99 2.48
H2 -0.56 1.15 3.23
H3 0.70 2.34 3.58
H4 1.84 4.03 0.98
C2 -0.94 -1.88 -1.92
C3 -0.86 -3.18 -2.16
C4 0.03 -0.03 -0.73
N1 0.06 -1.24 -1.14
H5 -1.77 -1.26 -2.23
H6 -0.03 -3.78 -1.80
H7 -1.61 -3.68 -2.74
H8 0.83 0.34 -0.10
H9 -0.78 0.62 -1.04
H10 0.88 -1.80 -0.93

- E_LUMO: -0.193 Eh
- HOMO energy: -12.35 eV
- Orbital gap: 0.261 Ha
- Total charge: +1

---

In terms of stability, arrangement a leads; the second structure lies 0.0105 hartree higher.

---

Arrangement a

Here is the molecule C2H3NO3 from the OMol25 dataset. Energies are from ωB97M-V with the def2-TZVPD basis set.

Geometry (Å):
C1 0.14 -0.56 0.57
C2 -1.15 0.03 0.12
N1 1.30 0.35 -0.46
O1 0.64 -1.42 1.22
O2 0.97 1.34 -1.01
O3 2.38 -0.16 -0.46
H1 -1.74 0.17 1.02
H2 -1.64 -0.63 -0.63
H3 -0.89 0.89 -0.37

- E_LUMO (alpha / beta): 0.013 / -0.119 Eh
- HOMO energy (alpha / beta): -6.90 / -10.78 eV
- Orbital gap (alpha / beta): 0.267 / 0.277 Ha
- 2S+1: 3
- ⟨S²⟩: 2.010

---

Arrangement b

Here is a cluster of 2 separate species, C2H3NO3 in total from the OMol25 dataset. Energies are from ωB97M-V with the def2-TZVPD basis set.

Geometry (Å):
C1 -3.72 0.43 -0.11
C2 -0.05 -0.11 -0.15
N1 -1.22 -0.90 -0.47
O1 -4.78 0.07 0.12
O2 -2.63 0.73 -0.27
O3 -1.45 -1.79 0.34
H1 0.42 -0.47 -1.10
H2 -0.46 0.81 -0.27
H3 0.55 -0.45 0.72

- E_LUMO (alpha / beta): 0.025 / -0.031 Eh
- HOMO energy (alpha / beta): -7.69 / -12.02 eV
- Orbital gap (alpha / beta): 0.307 / 0.411 Ha
- 2S+1: 3
- ⟨S²⟩: 2.007

---

In terms of stability, arrangement b leads; the second structure lies 0.1019 hartree higher.

---

Arrangement a

Here is the molecule C5H6 from the OMol25 dataset. Energies are from ωB97M-V with the def2-TZVPD basis set.

Geometry (Å):
C1 1.64 -0.82 -0.09
C2 1.38 0.33 0.14
C3 0.14 1.26 -0.01
C4 -1.01 0.30 -0.03
C5 -0.95 -1.04 -0.01
H1 2.46 -1.46 0.11
H2 -0.14 1.98 0.76
H3 0.27 1.91 -0.88
H4 -1.89 0.79 -0.05
H5 -0.09 -1.62 -0.08
H6 -1.83 -1.64 0.13

- E_LUMO: 0.036 Eh
- HOMO energy: -9.67 eV
- Orbital gap: 0.391 Ha

---

Arrangement b

Here is the molecule C5H6 from the OMol25 dataset. Energies are from ωB97M-V with the def2-TZVPD basis set.

Geometry (Å):
C1 1.43 0.74 1.15
C2 0.73 0.61 0.03
C3 -0.32 -0.53 0.02
C4 -0.97 -0.93 -1.32
C5 -1.71 -0.26 -0.52
H1 2.34 1.29 1.36
H2 1.19 0.35 2.08
H3 0.90 1.03 -1.03
H4 -0.36 -1.25 0.86
H5 -0.67 -1.37 -2.24
H6 -2.57 0.32 -0.39

- E_LUMO: 0.048 Eh
- HOMO energy: -9.06 eV
- Orbital gap: 0.381 Ha

---

In terms of stability, arrangement b leads; the second structure lies 0.0107 hartree higher.

---

Arrangement a

Here is the molecule C6H9N3O2 from the OMol25 dataset. Energies are from ωB97M-V with the def2-TZVPD basis set.

Geometry (Å):
N1 1.61 1.73 -0.30
C1 1.61 0.52 0.45
C2 0.38 0.45 1.33
C3 -0.88 0.17 0.57
C4 -1.79 -0.82 0.78
N2 -2.64 -0.78 -0.29
C5 -2.30 0.30 -1.03
N3 -1.22 0.85 -0.58
C6 1.78 -0.85 -0.27
O1 1.86 -1.92 0.28
O2 1.69 -0.75 -1.63
H1 0.75 1.76 -0.90
H2 2.46 1.74 -0.89
H3 2.47 0.57 1.13
H4 0.36 1.37 2.02
H5 0.55 -0.44 2.00
H6 -1.76 -1.53 1.59
H7 -3.49 -1.36 -0.46
H8 -2.87 0.65 -1.88
H9 1.43 -1.67 -1.94

- E_LUMO: 0.024 Eh
- HOMO energy: -8.95 eV
- Orbital gap: 0.353 Ha

---

Arrangement b

Here is the molecule C6H9N3O2 from the OMol25 dataset. Energies are from ωB97M-V with the def2-TZVPD basis set.

Geometry (Å):
C1 1.99 -1.10 0.03
C2 -0.18 -0.25 0.21
C3 0.68 -2.49 -1.36
C4 -1.16 1.77 -0.38
C5 -0.77 1.50 2.06
C6 -1.14 0.84 0.76
N1 1.67 -1.97 -0.80
N2 1.03 -0.13 0.60
N3 0.35 -2.98 -2.59
O1 1.22 -3.72 -3.08
O2 -0.71 -2.68 -3.10
H1 3.03 -0.96 0.54
H2 -1.19 1.15 -1.26
H3 -0.17 2.40 -0.37
H4 -1.98 2.46 -0.42
H5 0.17 1.97 1.94
H6 -0.71 0.93 2.96
H7 -1.43 2.37 2.17
H8 -2.10 0.26 0.84
H9 1.43 0.66 1.26

- E_LUMO (alpha / beta): -0.021 / -0.021 Eh
- HOMO energy (alpha / beta): -8.56 / -8.56 eV
- Orbital gap (alpha / beta): 0.294 / 0.294 Ha

---

In terms of stability, arrangement a leads; the second structure lies 0.3428 hartree higher.

---

Arrangement a

Here is a cluster of 2 separate species, C6H9N3O2 in total from the OMol25 dataset. Energies are from ωB97M-V with the def2-TZVPD basis set.

Geometry (Å):
C1 1.49 0.78 0.32
C2 1.65 -0.65 -0.12
C3 0.36 0.68 1.45
C4 -1.00 0.31 0.94
C5 -1.70 -0.90 0.81
C6 -2.23 0.35 -0.95
H1 0.13 2.00 -0.66
H2 1.53 2.02 -1.60
H3 2.33 1.16 1.03
H4 0.54 1.43 2.32
H5 0.76 -0.17 2.11
H6 -1.66 -1.96 1.12
H7 -2.94 0.68 -1.74
H8 -2.56 -2.00 -1.40
H9 2.20 -1.79 -1.58
N1 1.19 1.86 -0.58
N2 -1.50 1.08 -0.10
N3 -2.46 -0.85 -0.41
O1 1.62 -1.65 0.63
O2 1.84 -0.77 -1.46

- E_LUMO: -0.034 Eh
- HOMO energy: -8.75 eV
- Orbital gap: 0.288 Ha

---

Arrangement b

Here is the molecule C6H9N3O2 from the OMol25 dataset. Energies are from ωB97M-V with the def2-TZVPD basis set.

Geometry (Å):
N1 1.11 -1.43 1.93
C1 1.18 -0.03 1.34
C2 1.44 -0.12 -0.22
C3 0.23 -0.30 -0.92
C4 0.02 0.40 -2.11
N2 -1.22 -0.21 -2.66
C5 -1.63 -1.15 -1.65
N3 -0.70 -1.42 -0.75
C6 0.01 0.98 1.59
O1 -1.27 0.80 1.87
O2 0.58 2.21 1.22
H1 0.54 -1.28 2.82
H2 0.43 -1.79 1.25
H3 2.21 0.34 1.77
H4 2.28 0.61 -0.56
H5 1.65 -1.25 -0.15
H6 0.71 1.17 -2.80
H7 -1.30 0.02 -3.86
H8 -2.50 -1.79 -1.99
H9 -0.34 2.63 1.05

- E_LUMO: 0.014 Eh
- HOMO energy: -8.73 eV
- Orbital gap: 0.335 Ha

---

In terms of stability, arrangement b leads; the second structure lies 0.0131 hartree higher.